Record 1
C30H31Cl3F21N2O4 | ωB97M-V with the def2-TZVPD basis set

LUMO level (eV): -4.2763
Charge: +1
Spin multiplicity: 1
Total energy (a.u.): -5049.661376

Each line ends with the Löwdin charge.
Geometry (Å):
C 3.942 -2.422 0.832  -0.11
C 3.746 -1.162 -0.071  -0.63
Cl 4.864 0.185 0.282  0.76
C 2.804 -1.080 -1.043  -0.55
Cl 1.789 -2.552 -1.245  0.75
C 2.580 0.216 -1.926  -0.24
C 3.859 0.584 -2.739  -0.13
C 4.859 -0.451 -2.973  -0.01
C 6.053 -0.071 -3.698  -0.02
C 6.141 1.300 -4.140  -0.12
N 5.225 2.274 -3.973  0.08
C 4.138 1.892 -3.279  -0.10
C 2.033 1.233 -0.831  -0.22
O 2.007 2.611 -1.103  -0.09
C 3.088 3.337 -0.468  -0.12
C 2.426 4.601 0.237  -0.37
C 2.260 5.812 -0.765  -0.03
O 3.232 4.958 1.359  -0.04
C 0.550 0.649 -0.765  -0.05
C -0.134 0.885 0.594  -0.06
C -1.471 0.096 0.831  -0.23
C -1.358 -1.458 0.617  -0.53
Cl -1.242 -2.347 2.209  0.65
N 0.145 0.062 -1.848  0.23
C 1.284 0.105 -2.811  -0.11
C 1.096 1.016 -4.071  -0.34
F 1.962 0.730 -5.079  0.15
F 1.096 2.357 -3.816  0.14
C -0.353 0.700 -4.672  -0.47
F -1.335 1.354 -4.006  0.14
F -0.579 -0.622 -4.823  0.17
F -0.340 1.231 -5.933  0.15
H 2.984 -2.927 1.077  0.06
H 4.334 -2.017 1.804  0.08
H 4.733 -3.103 0.445  0.10
H 4.775 -1.491 -2.608  0.12
H 6.884 -0.768 -3.907  0.11
H 7.074 1.586 -4.682  0.12
H 3.366 2.675 -3.098  0.11
H 2.357 1.084 0.231  0.13
H 3.706 2.735 0.233  0.10
H 3.748 3.748 -1.272  0.12
H 1.386 4.317 0.544  0.14
H 2.898 6.674 -0.440  0.09
H 1.213 6.200 -0.788  0.08
H 2.542 5.565 -1.815  0.08
H 3.998 5.420 0.975  0.10
H -0.328 1.980 0.712  0.15
H 0.620 0.621 1.384  0.15
H -2.307 0.565 0.263  0.09
H -1.729 0.247 1.913  0.11
H -0.461 -1.718 0.012  0.01
H -2.312 -1.790 0.139  0.09
H -0.784 -0.344 -1.981  0.19
H 1.414 -0.906 -3.291  0.16
C -5.351 3.425 -0.691  -0.04
C -6.515 4.095 -1.444  -0.44
C -7.684 3.187 -1.829  -0.30
F -7.307 2.193 -2.660  0.09
F -8.629 3.903 -2.480  0.10
F -6.025 4.737 -2.528  0.13
F -7.008 5.064 -0.622  0.11
O -4.212 3.042 -1.466  0.04
C -4.245 1.814 -2.115  -0.51
C -4.203 1.957 -3.637  -0.29
F -5.238 2.685 -4.092  0.12
F -4.285 0.740 -4.228  0.10
F -5.296 1.097 -1.689  0.15
F -3.132 1.136 -1.705  0.10
H -4.963 4.183 -0.009  0.15
H -5.691 2.615 -0.042  0.15
H -8.148 2.746 -0.941  0.18
H -3.280 2.440 -3.958  0.16
C -1.243 -5.265 7.333  -0.04
C -1.046 -6.791 7.408  -0.44
C 0.367 -7.304 7.131  -0.30
F 0.789 -6.999 5.886  0.09
F 0.396 -8.655 7.231  0.10
F -1.946 -7.391 6.596  0.13
F -1.373 -7.167 8.677  0.11
O -1.775 -4.738 6.117  0.04
C -0.894 -4.480 5.073  -0.52
C -1.164 -5.361 3.849  -0.30
F -1.069 -6.668 4.156  0.11
F -0.251 -5.114 2.877  0.05
F 0.376 -4.574 5.509  0.14
F -1.080 -3.175 4.739  0.05
H -2.004 -5.027 8.078  0.15
H -0.356 -4.718 7.658  0.15
H 1.081 -6.899 7.854  0.17
H -2.164 -5.175 3.450  0.17



Record 2
C30H31FGaN3OS6Si | ωB97M-V with the def2-TZVPD basis set

LUMO level (eV): -1.5160
Spin multiplicity: 1
Total energy (a.u.): -6104.717310
Energy above the lowest of the compared OMol25 structures with the same formula, charge and spin (kcal/mol): 0.0

Each line ends with the Löwdin charge.
Geometry (Å):
Ga -0.669 -0.420 1.694  0.09
O 6.096 -0.918 1.475  -0.06
C 4.909 -0.800 1.539  -1.03
S 3.929 -0.057 0.262  0.94
C 2.371 -0.292 1.038  -1.09
C 2.356 -0.890 2.244  -1.12
S 0.949 -1.307 3.168  0.67
S 3.925 -1.340 2.906  0.97
S 0.998 0.278 0.144  0.69
C -3.540 3.089 2.749  -0.15
Si -1.794 2.357 3.018  0.46
C -0.675 2.958 1.613  -0.22
C -0.944 2.916 4.640  -0.15
N -1.865 0.603 2.900  -0.12
C -2.482 -0.104 3.901  -0.31
C -3.152 0.477 4.987  -0.05
C -3.697 -0.284 6.000  -0.09
C -3.618 -1.668 5.982  -0.10
C -3.006 -2.285 4.904  -0.01
C -2.479 -1.499 3.911  -0.21
F -1.884 -2.121 2.820  -0.09
H -3.475 4.152 2.538  0.02
H -4.187 2.967 3.611  0.02
H -4.032 2.611 1.905  0.02
H -0.637 4.040 1.563  0.04
H -1.055 2.594 0.662  -0.07
H 0.341 2.589 1.738  0.02
H -0.683 3.968 4.587  0.03
H -0.027 2.354 4.807  0.04
H -1.567 2.778 5.518  0.01
H -3.238 1.548 5.030  0.07
H -4.193 0.218 6.819  0.10
H -4.031 -2.257 6.785  0.10
H -2.933 -3.358 4.828  0.12
S -2.374 0.954 -0.631  0.78
C -1.343 0.139 -1.640  -0.78
N -0.680 0.708 -2.653  -0.11
C 0.143 -0.139 -3.484  -0.10
C -0.679 -1.370 -3.823  -0.09
N -1.007 -2.047 -2.585  -0.09
C -0.850 -3.489 -2.610  -0.11
C 0.599 -3.815 -2.883  -0.22
C 1.570 -3.374 -1.987  -0.02
C 2.909 -3.596 -2.249  -0.06
C 3.291 -4.266 -3.399  -0.08
C 2.328 -4.717 -4.287  -0.08
C 0.986 -4.488 -4.033  -0.05
C -1.258 -1.331 -1.492  -0.67
S -1.598 -2.083 -0.029  0.80
C -0.624 2.141 -2.887  -0.11
C 0.793 2.655 -2.754  -0.21
C 1.275 3.011 -1.502  -0.07
C 2.595 3.394 -1.337  -0.07
C 3.446 3.448 -2.427  -0.08
C 2.962 3.143 -3.686  -0.08
C 1.645 2.740 -3.849  -0.06
H 1.056 -0.431 -2.947  0.14
H 0.418 0.409 -4.381  0.13
H -0.109 -2.052 -4.455  0.13
H -1.604 -1.089 -4.340  0.15
H -1.498 -3.885 -3.399  0.14
H -1.167 -3.893 -1.648  0.08
H 1.269 -2.851 -1.090  0.11
H 3.654 -3.252 -1.551  0.11
H 4.336 -4.433 -3.605  0.11
H 2.622 -5.250 -5.176  0.10
H 0.237 -4.834 -4.733  0.11
H -1.283 2.617 -2.158  0.08
H -1.011 2.331 -3.894  0.14
H 0.612 2.993 -0.654  0.06
H 2.957 3.645 -0.352  0.11
H 4.478 3.735 -2.294  0.11
H 3.611 3.217 -4.547  0.10
H 1.284 2.512 -4.843  0.11



Record 3
C30H31IN7O3S3Ta | ωB97M-V with the def2-TZVPD basis set

LUMO level (eV): -13.2514
Charge: +4
Spin multiplicity: 1
Total energy (a.u.): -3318.767115
Energy above the lowest of the compared OMol25 structures with the same formula, charge and spin (kcal/mol): 21.2

Each line ends with the Löwdin charge.
Geometry (Å):
Ta 0.740 0.304 1.549  1.42
S -1.041 -0.660 0.143  0.85
C -1.967 0.497 -0.735  -0.52
N -3.043 0.099 -1.367  -0.03
C -4.032 1.117 -1.749  -0.05
C -3.362 2.388 -2.207  -0.06
N -2.324 2.825 -1.267  -0.03
C -2.086 4.274 -1.169  -0.08
C -1.428 4.862 -2.411  -0.21
C -2.126 5.049 -3.601  -0.04
C -1.500 5.638 -4.690  -0.04
C -0.181 6.062 -4.589  -0.03
C 0.503 5.917 -3.392  -0.05
C -0.109 5.297 -2.312  -0.05
C -1.608 1.928 -0.661  -0.56
S -0.204 2.391 0.230  0.71
C -3.462 -1.317 -1.534  -0.08
C -2.490 -2.172 -2.331  -0.26
C -1.916 -3.316 -1.780  -0.07
C -1.084 -4.119 -2.545  -0.05
C -0.826 -3.788 -3.869  -0.04
C -1.427 -2.671 -4.434  -0.04
C -2.247 -1.859 -3.666  -0.04
H -4.687 1.286 -0.886  0.17
H -4.648 0.744 -2.563  0.15
H -4.114 3.168 -2.289  0.15
H -2.897 2.253 -3.187  0.16
H -1.452 4.459 -0.307  0.08
H -3.057 4.748 -1.012  0.16
H -3.175 4.795 -3.695  0.11
H -2.055 5.790 -5.605  0.12
H 0.307 6.510 -5.443  0.13
H 1.511 6.295 -3.290  0.12
H 0.432 5.182 -1.379  0.10
H -4.407 -1.277 -2.072  0.14
H -3.659 -1.760 -0.552  0.14
H -2.147 -3.603 -0.761  0.11
H -0.660 -5.015 -2.112  0.12
H -0.175 -4.412 -4.468  0.12
H -1.283 -2.451 -5.483  0.12
H -2.724 -1.001 -4.129  0.12
N 0.915 -6.752 5.778  0.21
C 1.001 -5.572 5.180  -0.25
C -0.127 -4.706 5.115  0.02
C -0.049 -3.512 4.462  -0.04
C 1.173 -3.135 3.869  -0.33
C 2.313 -3.957 3.934  -0.03
C 2.226 -5.149 4.586  0.02
S 1.180 -1.703 2.946  0.69
O -0.127 -0.962 3.018  -0.50
O 2.205 -0.662 3.173  -0.32
N 1.178 -1.825 1.328  -0.23
C 2.319 -1.644 0.569  -0.49
N 3.195 -2.578 0.313  0.20
C 4.194 -2.244 -0.504  0.00
C 4.314 -0.961 -1.050  0.03
C 3.369 -0.028 -0.698  -0.04
N 2.357 -0.373 0.121  0.00
H 0.056 -7.068 6.199  0.14
H 1.705 -7.374 5.832  0.14
H -1.053 -4.995 5.594  0.14
H -0.908 -2.856 4.409  0.12
H 3.251 -3.648 3.488  0.13
H 3.097 -5.787 4.653  0.14
H 4.909 -3.028 -0.724  0.15
H 5.132 -0.705 -1.708  0.14
H 3.388 0.991 -1.062  0.14
N 3.956 3.249 2.519  0.27
C 2.822 2.615 2.663  -0.54
O 2.350 1.889 1.748  -0.24
C 2.130 2.801 3.993  -0.41
I 0.089 2.146 3.881  1.21
H 4.509 3.168 1.675  0.16
H 4.321 3.859 3.238  0.16
H 2.116 3.843 4.309  0.09
H 2.608 2.204 4.770  0.09



Record 4
C30H31N3O8S2 | ωB97M-V with the def2-TZVPD basis set

LUMO level (eV): -2.7097
Spin multiplicity: 1
Total energy (a.u.): -2723.995871
Energy above the lowest of the compared OMol25 structures with the same formula, charge and spin (kcal/mol): 80.4

Each line ends with the Löwdin charge.
Geometry (Å):
C -3.393 -4.900 -0.858  0.00
N -2.671 -3.827 -0.193  -0.03
C -2.113 -4.030 1.041  -0.37
O -2.149 -5.093 1.657  0.09
C -1.410 -2.737 1.451  -0.15
C 0.099 -2.947 1.693  -0.08
C 0.394 -3.936 2.783  -0.24
C 1.285 -4.972 2.502  -0.04
C 1.559 -5.932 3.470  -0.08
C 0.935 -5.863 4.719  -0.08
C 0.097 -4.786 5.020  -0.07
C -0.191 -3.824 4.049  -0.04
N -1.658 -1.855 0.315  0.04
C -1.093 -0.632 0.224  0.03
C -1.425 0.316 -0.731  -0.07
C -0.888 1.579 -0.919  0.04
C -1.675 2.454 -1.786  -0.16
C -2.044 3.783 -1.406  -0.01
C -2.596 4.685 -2.289  0.03
C -3.157 4.171 -3.459  -0.16
N -3.657 5.059 -4.447  -0.32
O -4.204 4.571 -5.461  0.05
O -3.504 6.291 -4.286  0.07
C -3.128 2.776 -3.735  0.03
C -2.197 1.987 -3.044  0.00
C -2.523 -2.475 -0.728  -0.45
C -1.783 -2.492 -2.073  0.02
C -3.890 -1.776 -0.757  0.02
H -3.303 -5.813 -0.266  0.10
H -4.462 -4.667 -0.938  0.10
H -2.984 -5.097 -1.856  0.09
H -1.906 -2.365 2.365  0.17
H 0.577 -3.281 0.752  0.14
H 0.535 -1.963 1.921  0.12
H 1.720 -5.027 1.501  0.12
H 2.241 -6.749 3.225  0.11
H 1.104 -6.656 5.457  0.11
H -0.364 -4.711 6.011  0.11
H -0.880 -3.002 4.262  0.11
H -0.331 -0.411 0.975  0.15
H -2.296 0.092 -1.338  0.07
H 0.044 1.829 -0.387  0.10
H -2.010 4.080 -0.351  0.10
H -2.637 5.757 -2.082  0.13
H -3.782 2.421 -4.539  0.12
H -1.913 0.988 -3.446  0.13
H -0.869 -3.093 -1.953  0.11
H -2.417 -2.965 -2.829  0.09
H -1.528 -1.472 -2.379  0.07
H -4.450 -2.044 0.149  0.11
H -3.793 -0.686 -0.766  0.07
H -4.442 -2.087 -1.651  0.10
C 0.071 3.912 1.004  0.01
O 1.202 4.032 -0.085  -0.22
C 2.147 3.109 -0.159  -0.51
S 3.302 3.442 -1.524  0.70
O 3.155 2.492 -2.607  -0.33
O 3.285 4.872 -1.769  -0.31
C 4.821 3.118 -0.627  -0.26
C 4.718 2.837 0.723  -0.26
C 5.864 2.638 1.493  -0.04
C 7.104 2.771 0.855  -0.07
C 7.193 3.062 -0.520  -0.07
C 6.041 3.231 -1.281  -0.05
S 3.057 2.758 1.408  0.69
O 2.899 3.908 2.292  -0.33
O 2.818 1.418 1.916  -0.35
H -0.367 4.917 0.940  0.09
H -0.633 3.112 0.610  0.04
H 0.465 3.666 2.035  0.10
H 5.763 2.454 2.563  0.12
H 8.021 2.765 1.466  0.11
H 8.161 3.289 -0.991  0.11
H 6.037 3.521 -2.332  0.13



Record 5
C30H32As2GaI2N3O8S2 | ωB97M-V with the def2-TZVPD basis set

LUMO level (eV): -6.2506
Charge: +2
Spin multiplicity: 1
Total energy (a.u.): -9716.170488

Each line ends with the Löwdin charge.
Geometry (Å):
Ga -1.190 0.506 -1.841  0.33
S -5.508 -0.242 -1.703  1.11
C -4.828 -1.777 -2.009  -0.36
C -3.472 -1.744 -2.172  -0.17
C -2.958 -0.441 -2.059  -0.27
C -3.946 0.491 -1.795  -0.53
C -3.693 1.905 -1.685  -0.32
C -4.692 2.878 -1.637  0.02
C -4.333 4.212 -1.630  0.00
C -2.983 4.553 -1.637  -0.02
C -2.045 3.542 -1.636  -0.13
N -2.389 2.252 -1.673  -0.03
H -5.463 -2.640 -2.063  0.08
H -2.887 -2.619 -2.393  0.11
H -5.729 2.582 -1.634  0.12
H -5.090 4.980 -1.642  0.13
H -2.672 5.584 -1.656  0.12
H -0.978 3.743 -1.621  0.11
C -4.608 -0.639 4.134  0.00
O -3.496 -1.021 3.316  -0.09
C -3.154 -0.192 2.345  -0.55
O -3.690 0.871 2.112  0.09
C -2.124 -0.695 1.412  -0.29
C -1.706 -1.987 1.387  -0.29
As -1.006 -2.596 3.115  1.42
C -0.376 -4.445 2.863  -0.27
C 0.522 -1.512 2.380  -0.22
C 0.539 -0.325 1.764  -0.19
As -0.894 0.608 0.743  1.34
C -1.227 2.278 1.694  -0.20
C 1.754 0.499 1.563  -0.52
O 1.763 1.359 0.697  0.04
O 2.737 0.245 2.396  -0.01
C 3.933 1.020 2.288  0.01
C 1.792 -2.229 2.664  -0.59
O 2.542 -2.545 1.775  0.14
O 1.877 -2.559 3.939  -0.05
C 3.022 -3.316 4.341  0.00
C -1.043 -2.629 0.248  -0.50
O -0.890 -3.819 0.192  0.12
O -0.631 -1.832 -0.797  -0.19
C -0.050 -2.566 -1.883  -0.03
H -5.057 -1.560 4.495  0.10
H -5.320 -0.059 3.544  0.10
H -4.264 -0.035 4.976  0.11
H -1.248 -5.076 2.680  0.04
H 0.087 -4.767 3.798  0.03
H 0.325 -4.567 2.039  0.03
H -1.306 2.108 2.768  0.06
H -2.162 2.705 1.329  0.03
H -0.401 2.957 1.479  0.04
H 4.554 0.724 3.130  0.11
H 3.698 2.084 2.341  0.11
H 4.438 0.811 1.343  0.09
H 2.718 -3.885 5.216  0.10
H 3.838 -2.639 4.599  0.11
H 3.340 -3.981 3.535  0.10
H -0.289 -2.024 -2.802  0.07
H -0.471 -3.574 -1.905  0.11
H 1.029 -2.639 -1.732  0.11
I -2.451 1.846 -5.121  0.23
I -1.053 0.541 -6.981  0.18
N 1.294 -0.524 -4.082  0.11
C 1.847 0.387 -3.255  -0.68
S 0.791 1.578 -2.580  0.79
N 3.138 0.298 -2.990  0.11
C 4.017 1.091 -2.214  -0.23
C 3.730 2.399 -1.841  -0.05
C 4.672 3.130 -1.139  -0.05
C 5.896 2.571 -0.817  -0.06
C 6.184 1.268 -1.193  -0.06
C 5.253 0.525 -1.894  -0.02
H 0.420 -0.284 -4.533  0.00
H 1.883 -1.167 -4.594  0.14
H 3.631 -0.483 -3.421  0.17
H 2.800 2.855 -2.129  0.05
H 4.457 4.146 -0.850  0.12
H 6.630 3.149 -0.281  0.12
H 7.138 0.838 -0.935  0.12
H 5.489 -0.490 -2.184  0.12



Record 6
C30H32AsBBrCrF3N7O2S4 | ωB97M-V with the def2-TZVPD basis set

LUMO level (alpha / beta) (eV): 2.2326 / 2.2323
Charge: -1
Spin multiplicity: 5
Total energy (a.u.): -9467.921747

Each line ends with the Löwdin spin population.
Geometry (Å):
Cr -0.595 0.396 -0.399  3.74
C -4.578 -0.481 -0.534  0.00
N -4.115 -1.592 0.239  0.00
C -4.746 -2.197 1.295  0.00
C -3.895 -3.140 1.767  0.00
N -2.754 -3.119 1.021  0.00
B -1.498 -3.973 1.254  0.00
N -0.449 -3.164 2.095  0.00
C 0.543 -3.834 2.752  0.00
C 1.379 -2.935 3.325  0.00
N 0.897 -1.695 3.018  0.00
C 1.502 -0.443 3.363  0.00
C -0.211 -1.853 2.251  0.01
S -1.167 -0.510 1.814  0.03
C -2.896 -2.166 0.093  0.00
S -1.844 -1.738 -1.164  0.01
H -5.591 -0.227 -0.228  0.00
H -4.559 -0.734 -1.597  0.00
H -3.915 0.380 -0.381  0.00
H -5.732 -1.914 1.599  0.00
H -4.017 -3.846 2.563  0.00
H -1.804 -4.932 1.897  0.00
H -1.016 -4.250 0.200  0.00
H 0.564 -4.903 2.772  0.00
H 2.273 -3.074 3.896  0.00
H 2.020 -0.542 4.315  0.00
H 0.736 0.330 3.424  0.00
H 2.199 -0.132 2.575  0.00
F -0.271 -1.381 -5.640  0.00
C -0.060 -0.055 -5.662  0.00
F 1.272 0.123 -5.721  0.00
F -0.510 0.350 -6.877  0.00
C -0.729 0.681 -4.547  0.00
C -1.694 1.638 -4.828  0.01
C -2.309 2.301 -3.769  0.00
C -1.941 1.976 -2.480  0.02
N -1.021 1.051 -2.189  0.00
C -0.390 0.400 -3.206  0.02
S 0.796 -0.686 -2.704  0.04
H -1.951 1.879 -5.848  0.00
H -3.052 3.061 -3.955  0.00
H -2.380 2.479 -1.627  0.00
C 2.193 2.147 -1.672  0.00
As 2.302 1.102 -0.016  0.03
C 4.097 0.383 -0.498  0.01
C 3.036 2.619 1.047  0.01
H 2.999 2.880 -1.707  0.00
H 1.230 2.654 -1.752  0.00
H 2.300 1.482 -2.527  0.00
H 4.707 1.174 -0.934  0.00
H 3.974 -0.406 -1.235  0.00
H 4.627 -0.029 0.358  0.00
H 4.051 2.854 0.722  0.00
H 3.041 2.407 2.116  0.00
H 2.407 3.493 0.889  0.00
S 2.018 -4.488 -0.715  0.00
C 1.450 -2.865 -0.424  0.00
N 2.148 -2.145 0.366  0.00
C 3.228 -2.834 0.847  0.00
C 4.179 -2.363 1.748  0.00
C 5.179 -3.211 2.172  0.00
C 5.257 -4.522 1.706  0.00
C 4.340 -5.005 0.796  0.00
C 3.326 -4.162 0.376  0.00
H 0.543 -2.548 -0.907  0.00
H 4.104 -1.349 2.112  0.00
H 5.920 -2.859 2.876  0.00
H 6.041 -5.169 2.068  0.00
H 4.394 -6.018 0.430  0.00
Br -0.839 7.670 -0.917  0.00
C -0.862 6.420 0.525  0.00
C -1.244 6.854 1.787  0.00
N -1.235 6.038 2.833  0.00
C -0.886 4.780 2.656  0.00
C -0.535 4.238 1.416  0.00
C -0.501 5.107 0.319  0.00
C -0.240 2.783 1.245  0.01
O 0.260 2.122 2.156  0.01
O -0.559 2.312 0.100  0.03
H -1.563 7.872 1.967  0.00
H -0.891 4.152 3.538  0.00
H -0.195 4.746 -0.652  0.00